# 1
The following is a DFT calculation (ωB97M-V/def2-TZVPD) of a structure of composition C37H55ClIrN3O3PS2Si.

Each line ends with the Mulliken charge.
Geometry (Å):
Ir -1.06158 -0.33140 -0.35668  1.495
O -1.78219 -2.42064 -0.80092  -0.824
S -2.70858 -3.60174 -0.49225  0.193
C -2.58625 -4.71120 -1.93992  -1.005
C -2.25898 -3.98068 -3.23852  -0.980
C -0.76309 -3.70539 -3.38169  0.429
C -0.43446 -2.72227 -4.51036  -0.928
S 0.38071 -1.25372 -3.84200  -0.085
O -0.40299 -0.91885 -2.60269  -0.477
C 1.85117 -2.12234 -3.29061  0.745
C 2.81486 -2.47916 -4.22591  -0.799
C 3.98658 -3.08101 -3.79450  -0.710
C 4.19116 -3.31262 -2.43878  -0.651
C 3.21713 -2.96082 -1.51483  -0.880
C 2.03947 -2.35879 -1.93907  0.180
C -4.38716 -3.11045 -0.78471  0.825
C -5.39154 -3.85272 -0.17393  -0.524
C -6.70545 -3.44104 -0.31733  -0.669
C -6.99810 -2.30028 -1.05728  -0.574
C -5.98162 -1.57525 -1.66135  -0.738
C -4.66067 -1.97611 -1.51644  0.027
H -3.56393 -5.19157 -1.97198  0.531
H -1.83474 -5.46545 -1.69920  0.543
H -2.82205 -3.04382 -3.26991  0.236
H -2.59736 -4.58764 -4.08090  0.580
H -0.23700 -4.64782 -3.54362  0.461
H -0.40696 -3.28640 -2.44366  -0.493
H -1.32198 -2.36187 -5.03449  0.577
H 0.25497 -3.12486 -5.25367  0.551
H 2.65317 -2.28805 -5.28149  0.460
H 4.74709 -3.35935 -4.51223  0.411
H 5.11799 -3.76101 -2.10515  0.410
H 3.37118 -3.15544 -0.46051  0.454
H 1.27354 -2.06477 -1.23103  0.336
H -5.14590 -4.73001 0.41469  0.462
H -7.49995 -3.99492 0.16454  0.427
H -8.02457 -1.97264 -1.15485  0.407
H -6.21121 -0.68822 -2.23738  0.410
H -3.85381 -1.39745 -1.93517  -0.198
O 0.34766 0.97181 0.16578  -0.017
P 1.56406 1.81365 0.40820  -1.909
N 2.12185 1.64615 1.92244  0.816
C 2.34731 0.30115 2.49870  0.129
C 3.16968 0.59110 3.74889  -0.772
C 2.62740 1.94873 4.19726  -0.650
C 2.46947 2.70617 2.88080  -0.080
N 1.22831 3.38481 0.10634  0.267
C 2.28390 4.40047 -0.07227  -0.284
C 1.78306 5.61462 0.70248  -0.810
C 0.26027 5.50828 0.58232  -0.682
C -0.01435 4.00422 0.62653  1.151
N 2.76762 1.34018 -0.59604  0.819
C 2.50081 1.47689 -2.04901  0.168
C 3.88599 1.56706 -2.69014  -0.692
C 4.75818 2.16057 -1.58042  -0.688
C 4.21254 1.47643 -0.33355  -0.435
H 2.86040 -0.34432 1.78154  0.212
H 1.39060 -0.16316 2.75295  -0.331
H 4.22901 0.67664 3.49420  0.307
H 3.05533 -0.18190 4.50676  0.423
H 3.28615 2.46985 4.88978  0.457
H 1.65291 1.81765 4.66678  0.088
H 3.41679 3.18732 2.60874  0.430
H 1.69760 3.47510 2.92648  -0.015
H 2.38762 4.64131 -1.13463  0.454
H 3.25087 4.04364 0.28599  0.145
H 2.17250 6.54301 0.28810  0.479
H 2.08685 5.55237 1.74895  0.210
H -0.07537 5.92967 -0.36591  0.331
H -0.25511 6.02810 1.38776  0.397
H -0.86524 3.71831 0.00941  0.011
H -0.21827 3.67315 1.64822  -1.124
H 1.91208 2.37948 -2.24505  0.482
H 1.93243 0.62916 -2.40685  -0.816
H 3.88023 2.17614 -3.59296  0.394
H 4.24095 0.56774 -2.95357  0.293
H 4.60802 3.24062 -1.52057  0.154
H 5.81986 1.96598 -1.72538  0.495
H 4.40010 2.01959 0.59291  0.142
H 4.65756 0.48164 -0.23220  0.440
Cl -3.40184 1.09308 -1.96564  -0.174
C -1.92504 1.30623 -1.00646  -0.724
H -2.17316 1.96029 -0.17418  0.291
H -1.17925 1.76971 -1.65596  0.383
C -1.16186 -2.40031 2.47248  -1.641
Si -1.86249 -0.79235 1.77345  1.291
C -3.75054 -0.87146 1.88532  -1.281
C -1.51608 0.54264 3.07278  0.655
C -1.22550 1.86634 2.74311  1.485
C -1.10674 2.84698 3.72119  -0.788
C -1.26817 2.51914 5.05961  -0.990
C -1.55660 1.20739 5.41290  -0.750
C -1.68714 0.23605 4.42890  -0.638
H -1.95868 -2.97081 2.95261  0.410
H -0.39211 -2.18236 3.21557  0.483
H -0.70779 -3.04600 1.71521  0.399
H -4.05581 -1.68141 2.55501  0.334
H -4.25927 -1.02538 0.93377  0.214
H -4.11660 0.06960 2.29808  0.517
H -1.09140 2.12920 1.70349  -1.071
H -0.90117 3.87528 3.43994  0.431
H -1.16949 3.27981 5.82440  0.407
H -1.69261 0.94546 6.45517  0.416
H -1.93521 -0.77879 4.72525  0.336

Summary:
Charge: +1
Energy above the lowest of the compared OMol25 structures with the same formula, charge and spin in kJ/mol: 92.8
LUMO in eV: -1.7153
Orbital gap in eV: 8.77


# 2
The following is a DFT calculation (ωB97M-V/def2-TZVPD) of a structure of composition C28H21Cl2FN7O3Sr.

Each line ends with the Mulliken charge.
Geometry (Å):
Sr 0.60852 -0.26703 0.10024  2.156
Cl 5.36895 5.12554 1.62063  -0.249
C 4.18671 4.17396 0.76734  0.078
C 3.55954 3.13538 1.43327  -0.565
C 2.60682 2.32649 0.81400  0.420
N 2.02502 1.24774 1.49407  -0.079
C 1.77819 1.31341 2.80578  0.252
O 1.91542 2.25801 3.59160  -0.720
C 1.30633 -0.01732 3.41980  0.323
C 1.70723 -0.30208 4.72029  -0.804
C 1.33612 -1.51570 5.27209  -0.238
C 0.56803 -2.39558 4.52243  -0.888
C 0.20638 -2.02725 3.23702  -0.403
N 0.57737 -0.86671 2.69738  0.253
C 2.30011 2.57701 -0.55732  -0.695
C 2.93634 3.63821 -1.19710  -0.646
C 3.86367 4.43628 -0.54791  0.040
Cl 4.60186 5.74808 -1.42430  -0.256
N 1.31004 1.80840 -1.22324  0.057
C 1.36487 1.64606 -2.55067  0.260
O 2.20741 2.01532 -3.37421  -0.748
C 0.15111 0.90320 -3.12460  0.060
C -0.17882 1.10931 -4.46041  -0.875
C -1.29893 0.48435 -4.97722  -0.256
C -2.04433 -0.35288 -4.15741  -1.276
C -1.62569 -0.52538 -2.84867  -0.378
N -0.56395 0.09294 -2.33905  0.539
H 3.79996 2.96006 2.46971  0.516
H 2.28615 0.43490 5.25728  0.476
H 1.64381 -1.77632 6.27782  0.396
H 0.25747 -3.35470 4.91371  0.392
H -0.39406 -2.67221 2.60643  0.500
H 2.72008 3.83468 -2.23441  0.548
H 0.45895 1.75059 -5.05142  0.534
H -1.58432 0.63942 -6.01054  0.403
H -2.91619 -0.87828 -4.52311  0.441
H -2.15335 -1.19658 -2.17869  0.556
C -4.59350 2.18896 -0.73101  -1.174
N -3.77953 1.08550 -0.28386  0.211
C -4.25508 -0.09655 0.40126  -0.344
C -2.93677 -0.72812 0.87840  -0.233
O -2.86409 -1.75274 1.50739  -0.615
N -1.89270 0.07349 0.45715  0.315
C -2.43462 1.12407 -0.15032  -0.087
N -1.73056 2.18552 -0.56501  -0.269
H -5.64025 1.93027 -0.58987  0.398
H -4.44421 2.39118 -1.79504  0.327
H -4.38529 3.09910 -0.16177  0.366
H -4.78555 -0.78664 -0.25753  0.289
H -4.88966 0.14521 1.25670  0.373
H -0.71152 2.11527 -0.64492  -0.060
H -2.15570 2.81867 -1.22075  0.289
F 0.33567 -7.13386 -0.21922  -0.356
C 0.48222 -5.77306 -0.26788  0.626
C -0.46919 -5.01990 -0.91790  -0.928
C -0.29292 -3.63530 -0.94953  0.281
C 0.78550 -2.95033 -0.36498  -0.485
C 1.70025 -3.80652 0.27601  -0.410
C 1.57654 -5.19453 0.33772  -0.759
H -1.31924 -5.51024 -1.37808  0.378
H -1.06994 -3.07565 -1.47230  0.044
H 2.57334 -3.38463 0.77333  0.306
H 2.30398 -5.82052 0.84137  0.395

Summary:
Charge: -1
LUMO in eV: 1.8150
Orbital gap in eV: 6.42


# 3
The following is a DFT calculation (ωB97M-V/def2-TZVPD) of a structure of composition C44H29F6ILuN3O9S4.

Each line ends with the Mulliken charge.
Geometry (Å):
Lu 0.87157 -1.36633 -0.91072  1.689
O 1.38586 -0.61474 3.40536  -0.617
C 1.20271 0.01225 2.18570  0.706
O 0.43215 -0.49994 1.31271  -0.051
C 2.59166 0.37300 1.67348  -1.415
C 3.65478 0.76382 2.48594  -0.804
C 4.89137 0.95117 1.90346  -1.452
C 5.02803 0.76908 0.52489  -0.941
C 3.90613 0.41003 -0.18836  1.265
N 2.72129 0.19734 0.37253  1.213
C 3.85081 0.19297 -1.68047  -0.124
O 4.83595 0.67572 -2.43830  -0.592
O 2.90640 -0.37437 -2.18501  -0.409
H 0.83992 -1.41271 3.43524  0.394
H 3.50578 0.87746 3.54944  0.649
H 5.74911 1.21793 2.50497  0.477
H 5.99792 0.87675 0.05615  0.483
H 5.47026 1.16802 -1.90006  0.382
S 1.72357 2.47928 -3.96574  -0.286
C 2.37241 3.22875 -2.55561  0.564
C 3.30137 4.26537 -2.45835  -0.648
C 3.67011 4.70060 -1.20165  -0.790
C 3.10591 4.12080 -0.05616  -1.279
C 2.19002 3.09599 -0.15998  0.554
C 1.82493 2.62170 -1.42333  -1.102
N 0.92751 1.58205 -1.66914  0.905
C 0.78558 1.41255 -2.95717  0.219
C -0.02185 0.36701 -3.61753  0.379
C -0.76875 0.72925 -4.74357  -0.639
C -1.54038 -0.22269 -5.38427  -0.883
C -1.53141 -1.53074 -4.90582  -0.772
C -0.77617 -1.86289 -3.79121  -0.413
C 0.00089 -0.92916 -3.09135  0.204
H 3.71956 4.71790 -3.34715  0.462
H 4.39252 5.49926 -1.09970  0.421
H 3.38826 4.48231 0.92399  0.500
H 1.77073 2.66063 0.73652  0.672
H -0.76707 1.75435 -5.09879  0.489
H -2.14067 0.04794 -6.24264  0.378
H -2.12534 -2.28884 -5.40217  0.440
H -0.80803 -2.89220 -3.44487  0.350
F 4.60342 -4.44220 -1.89636  -0.245
C 4.00016 -3.37720 -1.39320  0.757
F 4.89683 -2.39040 -1.26973  -0.237
F 3.03735 -2.99425 -2.23229  -0.225
S 3.21182 -3.71511 0.21987  0.977
O 2.40511 -2.48637 0.35917  -0.499
O 4.31675 -3.91931 1.08624  -0.664
N 2.42754 -5.01269 -0.21902  -0.524
S 0.97600 -4.99667 -0.80663  1.015
O 0.51186 -3.66500 -1.21815  -0.654
O 0.78517 -6.05284 -1.73966  -0.685
C -0.19260 -5.29440 0.62087  0.665
F 0.20679 -6.26251 1.41359  -0.209
F 1.55402 -4.15769 2.35999  -0.721
F -1.37261 -5.60612 0.08472  -0.173
I -0.36339 -3.35007 1.67095  0.353
C -2.33526 -3.10142 1.01090  0.803
C -3.27821 -3.91817 1.56458  -0.595
C -4.62583 -3.78829 1.16950  -0.844
C -4.96660 -2.80528 0.28792  -0.954
C -4.00196 -1.90644 -0.23568  1.705
C -4.42199 -0.79600 -1.00701  -1.144
C -3.49950 0.12638 -1.39442  -1.262
C -2.12631 -0.08800 -1.12470  0.748
C -1.60188 -1.18880 -0.47388  0.622
C -2.61548 -2.07300 0.05750  -1.314
H -3.00609 -4.65553 2.31037  0.475
H -5.37519 -4.45473 1.57597  0.441
H -6.00107 -2.67835 -0.01051  0.384
H -5.47360 -0.68207 -1.24328  0.382
H -3.80719 1.00898 -1.94422  0.485
H -1.45128 0.66934 -1.50775  -0.156
O 0.47210 1.39807 2.56734  -0.511
S -0.73368 1.55043 1.52881  2.363
C -1.11223 3.24568 1.76041  -0.501
C -1.22127 3.81567 3.02483  -0.311
C -1.55162 5.15439 3.11147  -0.915
C -1.77959 5.89620 1.95337  -0.533
C -1.66597 5.31149 0.70334  -0.919
C -1.32360 3.96787 0.59774  0.409
C -2.16641 0.79100 2.25394  0.088
C -3.40068 1.19301 1.76536  -0.772
C -4.53495 0.51879 2.18540  -0.753
C -4.43330 -0.53061 3.08946  -0.435
C -3.19214 -0.90813 3.57902  -0.749
C -2.04575 -0.25268 3.15172  -0.150
H -1.04231 3.22230 3.91059  0.508
H -1.63777 5.62292 4.08259  0.449
H -2.04764 6.94121 2.03379  0.410
H -1.83508 5.89458 -0.19140  0.467
H -1.21079 3.49304 -0.36896  0.333
H -3.48264 2.00054 1.04644  0.415
H -5.49994 0.80913 1.79297  0.368
H -5.32226 -1.05864 3.40593  0.421
H -3.10667 -1.72703 4.28065  0.424
H -1.07796 -0.55166 3.50825  0.608

Summary:
Charge: 0
Energy above the lowest of the compared OMol25 structures with the same formula, charge and spin in kJ/mol: 322.9
LUMO in eV: -0.5889
Orbital gap in eV: 6.95


# 4
The following is a DFT calculation (ωB97M-V/def2-TZVPD) of a cluster of 2 separate species, C11H17F2NO in total.

Each line ends with the Mulliken charge.
Geometry (Å):
C -0.16904 0.57313 0.59676  -1.254
C -0.32819 1.34170 1.51499  0.577
C 0.09715 -0.11618 -0.49722  1.269
C 0.15997 -0.73488 5.03182  -1.071
C 1.21572 -2.61336 -2.72608  -1.591
C -0.81334 -1.22663 -3.40094  -1.471
C 1.50455 -0.25758 -3.26165  -1.535
C -0.58535 2.03792 2.75348  -0.680
C -0.81642 0.28767 4.40017  -0.207
C -0.96428 2.40581 -1.37538  0.009
C 0.56848 -1.23825 -2.70457  1.526
N 0.41559 -0.95654 -1.27091  -0.277
O -0.14770 1.39084 3.93011  -0.289
F -2.19602 2.38611 -0.76416  -0.226
F -0.22810 3.32378 -0.61446  -0.249
H 0.86425 -1.24218 4.21873  0.219
H 0.69313 -0.16513 5.80771  0.275
H -0.36090 -1.41541 5.67021  0.387
H 2.21236 -2.32180 -2.22009  0.348
H 0.70559 -3.37247 -2.11541  0.364
H 1.32983 -3.06869 -3.66752  0.448
H -0.89701 -0.19014 -3.47281  0.423
H -1.59528 -1.66597 -2.72328  0.333
H -0.66954 -1.87884 -4.33700  0.353
H 1.01290 0.72656 -3.54422  0.294
H 2.35105 0.05340 -2.59373  0.371
H 1.89741 -0.58991 -4.23379  0.397
H -1.60935 2.33547 2.61308  0.293
H 0.23619 2.87306 2.76046  0.231
H -1.66427 0.58855 5.07507  0.273
H -1.25641 -0.18327 3.53087  0.284
H -0.96298 2.91324 -2.38024  0.174

Summary:
Charge: 0
Energy above the lowest of the compared OMol25 structures with the same formula, charge and spin in kJ/mol: 506.9
LUMO (alpha / beta) in eV: -0.1622 / 0.1553
Orbital gap (alpha / beta) in eV: 6.25 / 8.65


# 5
The following is a DFT calculation (ωB97M-V/def2-TZVPD) of a cluster of 2 separate species, H3N3O2P in total.

Each line ends with the Mulliken charge.
Geometry (Å):
N 0.54391 2.28021 0.36922  -0.303
N 0.84919 1.24223 -0.18672  -0.306
N 0.04476 -1.80448 -0.36416  -0.574
O -1.06971 -0.55171 1.65779  -0.662
O -1.94816 -0.15467 -0.73963  -0.668
P -0.85143 -0.46414 0.20050  0.901
H 1.28048 3.02550 0.18116  0.135
H 0.28728 -1.64613 -1.33133  0.236
H 0.86367 -1.92681 0.21318  0.241

Summary:
Charge: -1
Energy above the lowest of the compared OMol25 structures with the same formula, charge and spin in kJ/mol: 165.3
LUMO in eV: 4.4742
Orbital gap in eV: 7.26


- What is the charge in the fourth record?
  0


- The highest charge belongs to which entry?
  C37H55ClIrN3O3PS2Si


- What is the formula in the fourth record?
  C11H17F2NO